No. 1
C33H38Cl2N5O2Os | wB97M-V/def2-TZVPD

XYZ file:
```
81
Properties=species:S:1:pos:R:3:mulliken_spin:R:1
Os 0.521 0.417 0.000 2.201
C -2.465 0.845 -1.275 0.087
C -1.896 1.286 -2.617 0.004
C -0.422 1.471 -2.885 0.041
C -0.065 1.810 -4.188 -0.001
C 1.221 2.207 -4.483 -0.001
C 2.144 2.288 -3.449 0.016
C 1.742 1.904 -2.194 0.012
N 0.496 1.470 -1.912 -0.100
N -1.881 1.392 -0.034 0.025
C -1.597 2.827 -0.057 0.051
C -0.490 3.206 0.902 0.001
C -0.596 4.330 1.699 -0.007
C 0.450 4.669 2.543 0.008
C 1.583 3.873 2.564 -0.006
C 1.617 2.761 1.744 0.017
N 0.610 2.434 0.927 -0.021
C -2.875 1.099 1.017 -0.003
C -2.450 1.364 2.435 0.030
C -3.371 1.824 3.367 0.005
C -2.953 2.001 4.676 0.000
C -1.637 1.719 5.005 0.002
C -0.794 1.261 4.003 0.013
N -1.192 1.080 2.747 0.020
H -2.401 -0.233 -1.176 -0.030
H -3.534 1.094 -1.315 -0.001
H -2.347 2.245 -2.890 -0.001
H -2.284 0.579 -3.354 -0.001
H -0.825 1.780 -4.958 0.001
H 1.497 2.470 -5.496 0.000
H 3.158 2.622 -3.610 0.000
H 2.441 1.921 -1.368 -0.031
H -2.491 3.416 0.176 0.004
H -1.280 3.115 -1.059 0.006
H -1.499 4.925 1.669 0.000
H 0.377 5.539 3.183 0.000
H 2.421 4.092 3.209 0.000
H 2.468 2.091 1.742 -0.003
H -3.161 0.051 0.920 0.004
H -3.777 1.689 0.804 0.004
H -4.390 2.040 3.073 0.000
H -3.645 2.358 5.428 0.000
H -1.271 1.842 6.014 0.000
H 0.238 1.016 4.213 -0.002
Cl 1.586 -1.709 4.734 0.001
C 0.821 -2.190 3.198 -0.001
Cl 0.721 -3.941 3.074 0.002
C 1.663 -1.599 2.056 0.029
O 2.687 -2.108 1.698 0.005
O 1.187 -0.437 1.643 0.137
H -0.180 -1.778 3.192 0.000
C -1.952 -2.571 0.749 0.097
C -1.502 -3.393 -0.456 0.017
C -2.072 -2.908 -1.792 0.008
C -0.003 -3.576 -0.575 0.123
C 0.500 -4.862 -0.453 -0.087
C 1.830 -5.149 -0.710 0.128
C 2.668 -4.147 -1.174 -0.090
C 2.228 -2.844 -1.319 0.081
C 3.160 -1.843 -1.981 0.026
C 2.556 -1.322 -3.289 0.014
C 3.670 -0.712 -1.087 0.094
C 0.897 -2.525 -0.917 0.111
N 0.531 -1.211 -0.887 0.907
H -3.041 -2.475 0.755 -0.002
H -1.513 -1.572 0.754 0.016
H -1.661 -3.071 1.672 0.000
H -1.912 -4.395 -0.301 0.001
H -1.642 -1.951 -2.084 -0.003
H -3.160 -2.817 -1.744 0.000
H -1.828 -3.621 -2.581 -0.002
H -0.176 -5.659 -0.167 0.002
H 2.201 -6.159 -0.595 0.005
H 3.691 -4.386 -1.441 0.003
H 4.047 -2.422 -2.255 0.003
H 1.616 -0.799 -3.109 0.008
H 2.352 -2.146 -3.975 -0.004
H 3.248 -0.634 -3.781 0.000
H 2.867 -0.026 -0.801 0.017
H 4.427 -0.134 -1.621 -0.002
H 4.095 -1.096 -0.163 0.011
```

Calculated values
total charge = +1
HOMO-LUMO gap (alpha / beta) = 7.21 / 6.89 eV
⟨S²⟩ = 6.050
energy above the lowest of the compared OMol25 structures with the same formula, charge and spin = 18.78 kcal per mole
largest force on an atom = 1.2 eV Å⁻¹
multiplicity = 5
E_HOMO (alpha / beta) = -9.83 / -10.41 eV
lowest unoccupied orbital energy (alpha / beta) = -2.623 / -3.519 eV

No. 2
C33H38NO4 | wB97M-V/def2-TZVPD

XYZ file:
```
76
Properties=species:S:1:pos:R:3:lowdin_charge:R:1
C -4.568 0.439 1.114 -0.080
C -3.158 -0.247 1.697 -0.336
C -1.945 0.733 1.190 -0.125
C -0.462 0.037 1.138 -0.048
C 0.032 -0.835 -0.194 0.017
C 1.521 -1.530 -0.345 -0.046
C 2.610 -1.352 0.888 -0.006
C 2.120 -0.520 2.224 -0.035
C 0.613 0.181 2.389 0.007
C 0.322 0.967 3.801 -0.209
O -0.610 1.903 4.013 -0.077
C 1.229 0.544 5.141 -0.018
C 0.701 0.745 6.698 -0.007
C 1.642 0.304 8.009 -0.067
C 3.173 -0.313 7.771 -0.076
C 3.716 -0.521 6.236 -0.014
C 2.742 -0.118 4.977 -0.036
C 3.263 -0.371 3.433 -0.224
O 4.579 -0.414 3.145 -0.087
O -3.075 -1.639 1.228 -0.194
C -3.906 -2.502 2.082 -0.203
C -4.324 -3.946 1.372 -0.101
C -5.526 -3.887 0.215 -0.009
C -5.935 -5.342 -0.487 -0.077
C -5.165 -6.737 -0.035 -0.095
C -4.006 -6.809 1.141 -0.067
C -3.603 -5.348 1.835 -0.025
H -4.337 1.574 0.829 0.087
H -4.927 -0.103 0.133 0.094
H -5.382 0.488 1.962 0.076
H -3.253 -0.279 2.872 0.148
H -2.203 1.048 0.068 0.135
H -2.010 1.721 1.818 0.124
H -0.736 -0.952 -1.071 0.101
H 1.859 -2.158 -1.301 0.093
H 3.710 -1.804 0.814 0.105
H -0.370 1.184 6.912 0.090
H 1.215 0.435 9.115 0.080
H 3.868 -0.605 8.692 0.082
H 4.795 -0.956 6.087 0.097
H -4.943 -2.008 2.401 0.129
H -3.322 -2.660 3.111 0.138
H -6.070 -2.873 -0.093 0.097
H -6.762 -5.417 -1.333 0.078
H -5.486 -7.730 -0.608 0.077
H -3.478 -7.815 1.445 0.077
H -2.790 -5.292 2.684 0.088
C 2.538 1.597 -6.130 -0.051
C 2.207 1.322 -4.646 -0.499
C 3.455 1.610 -3.771 -0.160
C 3.821 3.083 -3.624 -0.199
C 2.632 4.028 -3.749 -0.162
C 1.255 3.385 -3.446 -0.513
N 1.082 2.224 -4.338 -0.200
O -0.136 1.581 -4.168 -0.270
C 0.187 4.455 -3.801 -0.059
C 1.144 3.080 -1.935 -0.039
C 1.937 -0.204 -4.508 -0.059
H 1.684 1.363 -6.775 0.080
H 3.382 0.985 -6.471 0.068
H 2.802 2.643 -6.305 0.066
H 3.296 1.197 -2.767 0.099
H 4.329 1.071 -4.165 0.109
H 4.309 3.228 -2.652 0.103
H 4.570 3.356 -4.377 0.099
H 2.801 4.901 -3.106 0.109
H 2.624 4.424 -4.773 0.103
H 0.192 4.676 -4.875 0.076
H 0.384 5.397 -3.272 0.068
H -0.825 4.137 -3.526 0.070
H 1.278 3.997 -1.347 0.074
H 1.894 2.364 -1.585 0.067
H 0.160 2.678 -1.671 0.065
H 2.818 -0.785 -4.812 0.071
H 1.110 -0.538 -5.143 0.071
H 1.710 -0.479 -3.471 0.056
```

Calculated values
total charge = -1
HOMO-LUMO gap = 1.91 eV
energy above the lowest of the compared OMol25 structures with the same formula, charge and spin = 702.72 kcal per mole
largest force on an atom = 7.8 eV Å⁻¹
E_HOMO = -1.67 eV
lowest unoccupied orbital energy = 0.245 eV

No. 3
C33H38O2P2RuS4 | wB97M-V/def2-TZVPD

XYZ file:
```
80
Properties=species:S:1:pos:R:3:mulliken_spin:R:1
Ru -1.037 -1.544 -0.228 0.834
C -3.243 -2.106 2.179 0.002
C -4.083 -2.336 0.938 0.001
S -3.369 -1.297 -0.367 -0.016
C -3.836 -2.103 -1.915 0.006
C -3.001 -1.432 -2.994 0.001
S -1.210 -1.357 -2.622 0.062
C -0.579 -2.941 -3.253 -0.001
C -0.965 -4.134 -2.399 0.007
S -0.445 -3.757 -0.702 -0.023
C -1.538 -4.739 0.356 0.003
C -1.336 -4.216 1.770 0.002
S -1.465 -2.400 1.935 0.056
H -3.573 -2.723 3.016 0.000
H -3.294 -1.063 2.497 -0.001
H -5.111 -2.017 1.113 0.000
H -4.094 -3.377 0.621 0.001
H -4.898 -1.940 -2.105 -0.001
H -3.653 -3.173 -1.839 0.000
H -3.300 -0.391 -3.123 -0.001
H -3.112 -1.924 -3.961 0.000
H 0.505 -2.806 -3.286 -0.001
H -0.931 -3.050 -4.279 0.001
H -0.426 -5.022 -2.731 0.000
H -2.032 -4.348 -2.427 0.000
H -1.250 -5.790 0.298 -0.002
H -2.564 -4.635 0.007 0.000
H -0.331 -4.447 2.125 0.000
H -2.041 -4.663 2.472 0.000
O 0.979 -1.331 0.126 0.046
P 1.803 -0.161 -0.415 -0.003
C 0.742 1.225 -1.048 0.003
P -0.575 1.740 0.160 0.002
O -1.167 0.378 0.536 0.009
C 0.507 2.974 0.996 0.002
C 0.745 4.087 0.189 -0.001
C 1.642 5.056 0.610 0.000
C 2.256 4.940 1.852 0.000
C 1.984 3.851 2.669 0.000
C 1.089 2.876 2.253 0.001
C -2.014 2.761 0.829 0.004
C -2.589 3.850 0.187 -0.002
C -3.675 4.488 0.767 0.000
C -4.139 4.067 2.006 0.000
C -3.531 2.999 2.654 0.000
C -2.456 2.339 2.078 0.002
C 2.748 -0.705 -1.822 0.006
C 3.299 0.186 -2.745 0.001
C 4.074 -0.296 -3.787 0.000
C 4.300 -1.661 -3.909 0.000
C 3.752 -2.550 -2.992 0.000
C 2.977 -2.078 -1.944 -0.003
C 2.831 0.441 0.896 0.002
C 3.828 1.384 0.633 0.000
C 4.632 1.833 1.665 0.000
C 4.443 1.345 2.953 0.000
C 3.454 0.406 3.215 -0.001
C 2.645 -0.054 2.187 0.004
H 0.288 0.911 -1.993 0.003
H 1.387 2.076 -1.272 0.003
H 0.262 4.195 -0.781 0.000
H 1.853 5.907 -0.024 0.000
H 2.935 5.712 2.188 0.000
H 2.455 3.769 3.640 0.000
H 0.860 2.042 2.905 0.000
H -2.212 4.194 -0.767 0.000
H -4.147 5.318 0.261 0.000
H -4.966 4.581 2.477 0.000
H -3.891 2.682 3.623 0.000
H -1.983 1.511 2.588 0.000
H 3.126 1.253 -2.669 0.000
H 4.505 0.392 -4.502 0.000
H 4.915 -2.033 -4.717 0.000
H 3.948 -3.610 -3.083 0.000
H 2.577 -2.764 -1.207 -0.001
H 3.996 1.754 -0.372 0.000
H 5.415 2.552 1.465 0.000
H 5.084 1.686 3.755 0.000
H 3.327 0.018 4.216 0.000
H 1.890 -0.805 2.376 -0.004
```

Calculated values
total charge = +3
HOMO-LUMO gap (alpha / beta) = 6.60 / 5.02 eV
⟨S²⟩ = 0.756
largest force on an atom = 2.8 eV Å⁻¹
multiplicity = 2
E_HOMO (alpha / beta) = -15.56 / -15.56 eV
lowest unoccupied orbital energy (alpha / beta) = -8.965 / -10.540 eV

No. 4
C33H39BF4O4PdSb2 | wB97M-V/def2-TZVPD

XYZ file:
```
84
Properties=species:S:1:pos:R:3:mulliken_spin:R:1
Pd 0.491 -2.266 0.594 1.277
C -3.299 -0.639 -0.795 0.167
C -2.822 -1.389 0.442 -0.075
C -2.258 -0.521 1.548 0.303
Sb -0.306 0.366 0.917 0.284
C 1.833 1.002 0.707 0.314
C 2.964 0.349 1.137 -0.051
C 4.193 0.949 0.867 0.017
C 4.254 2.157 0.191 0.000
C 3.089 2.790 -0.225 0.020
C 1.853 2.213 0.031 0.002
C -0.686 2.181 1.954 0.128
C -1.898 2.838 1.742 0.019
C -2.172 4.008 2.433 -0.001
C -1.253 4.503 3.350 0.025
C -0.051 3.841 3.564 -0.005
C 0.248 2.686 2.855 -0.030
Sb -2.041 0.302 -2.268 0.556
C -2.983 2.172 -2.290 0.081
C -2.307 3.319 -1.873 0.060
C -2.982 4.529 -1.811 0.002
C -4.320 4.598 -2.176 0.019
C -4.994 3.458 -2.597 -0.005
C -4.330 2.242 -2.653 -0.027
C -0.027 0.765 -2.656 0.097
C 1.018 -0.115 -2.373 0.075
C 2.309 0.213 -2.748 -0.014
C 2.544 1.400 -3.431 0.058
C 1.493 2.255 -3.749 -0.007
C 0.198 1.944 -3.373 0.059
H -3.900 0.234 -0.535 0.003
H -3.878 -1.286 -1.454 0.014
H -2.131 -2.196 0.187 0.047
H -3.710 -1.895 0.843 0.022
H -2.052 -1.081 2.457 -0.001
H -2.879 0.344 1.776 0.028
H 2.936 -0.586 1.668 0.025
H 5.095 0.446 1.187 0.002
H 5.215 2.613 -0.010 0.000
H 3.134 3.739 -0.743 0.004
H 0.949 2.719 -0.284 0.007
H -2.625 2.463 1.031 0.016
H -3.105 4.528 2.260 0.000
H -1.474 5.408 3.898 0.001
H 0.662 4.228 4.279 0.000
H 1.202 2.196 3.004 0.002
H -1.260 3.278 -1.592 -0.010
H -2.461 5.419 -1.485 0.001
H -4.840 5.546 -2.140 0.001
H -6.034 3.517 -2.887 0.000
H -4.865 1.361 -2.990 -0.014
H 0.834 -1.051 -1.873 -0.019
H 3.125 -0.455 -2.504 0.002
H 3.552 1.657 -3.730 0.000
H 1.682 3.166 -4.301 0.000
H -0.617 2.608 -3.637 -0.007
C 1.001 -5.342 1.539 -0.010
O 0.659 -4.455 0.450 0.081
C 0.962 -5.041 -0.827 -0.002
C 0.894 -3.963 -1.886 0.002
O -0.207 -3.062 -1.634 0.025
C -1.462 -3.719 -1.849 -0.019
H 2.078 -5.488 1.564 0.000
H 0.483 -6.288 1.385 0.005
H 0.655 -4.879 2.456 0.004
H 0.242 -5.844 -1.002 0.001
H 1.969 -5.458 -0.808 0.000
H 0.775 -4.417 -2.873 -0.001
H 1.793 -3.354 -1.880 0.002
H -1.442 -4.251 -2.802 -0.006
H -2.235 -2.955 -1.899 0.027
H -1.691 -4.419 -1.044 0.001
C 1.545 -1.417 4.632 0.029
O 1.291 -1.182 3.202 0.061
C 0.454 -1.975 2.605 0.004
O -0.351 -2.733 3.060 0.171
H 1.625 -0.433 5.078 0.001
H 2.485 -1.957 4.696 0.002
H 0.726 -1.987 5.061 -0.002
F 2.964 -3.059 1.899 -0.003
B 3.563 -2.931 0.637 0.071
F 2.530 -2.156 -0.171 0.081
F 4.683 -2.161 0.663 0.003
F 3.697 -4.142 0.011 0.000
```

Calculated values
total charge = +2
HOMO-LUMO gap (alpha / beta) = 7.05 / 5.74 eV
⟨S²⟩ = 6.030
energy above the lowest of the compared OMol25 structures with the same formula, charge and spin = 0.00 kcal per mole
largest force on an atom = 1.0 eV Å⁻¹
multiplicity = 5
E_HOMO (alpha / beta) = -13.52 / -14.37 eV
lowest unoccupied orbital energy (alpha / beta) = -6.472 / -8.636 eV

No. 5
C33H39BrCl30N3O6PS2 | wB97M-V/def2-TZVPD

XYZ file:
```
115
Properties=species:S:1:pos:R:3:lowdin_charge:R:1
C -1.421 -0.045 5.449 -0.116
C -2.880 -0.417 4.789 -0.232
O -3.131 0.272 3.482 -0.195
C -2.368 -0.523 2.508 -0.224
C -2.585 -0.071 0.936 -0.106
C -1.130 0.463 0.328 -0.005
C 0.196 -0.553 0.242 -0.053
C 0.189 -2.131 0.685 -0.175
C 0.158 -3.184 -0.614 -0.213
C 1.648 -3.128 -1.294 -0.513
S 2.183 -4.691 -2.177 0.766
C 3.903 -4.236 -2.875 -0.945
S 4.624 -4.990 -4.217 0.580
N 4.617 -3.087 -2.147 -0.175
C 5.267 -3.115 -0.753 -0.055
C 5.897 -1.637 -0.296 -0.072
N 5.574 -0.780 -1.511 -0.031
C 4.834 -1.646 -2.552 -0.089
C 1.599 0.133 -0.341 0.069
C 1.743 1.678 -0.864 -0.005
C 0.366 2.564 -0.773 0.036
C -1.076 2.054 -0.184 -0.059
C -2.345 3.090 -0.135 -0.209
P -2.518 3.737 1.679 0.756
O -1.318 3.080 2.504 -0.413
O -4.024 3.175 2.387 -0.253
O -2.346 5.470 1.815 -0.237
C 0.868 3.988 -1.412 -0.216
O 0.180 5.127 -1.282 -0.037
N 2.227 3.731 -2.098 -0.041
C 2.155 3.267 -3.548 -0.224
C 1.081 4.095 -4.472 -0.659
C 1.387 3.715 -6.062 -0.177
Br 1.282 6.094 -4.318 0.611
C 2.990 2.528 -1.505 -0.217
O 4.323 2.294 -1.502 -0.004
H -1.281 -0.523 6.533 0.053
H -0.576 -0.562 4.784 0.078
H -1.176 1.105 5.474 0.042
H -3.695 -0.129 5.608 0.136
H -2.922 -1.590 4.702 0.112
H -1.190 -0.470 2.694 0.122
H -2.622 -1.687 2.545 0.127
H -3.449 0.717 0.832 0.110
H -2.889 -0.999 0.290 0.116
H -0.704 -2.453 1.371 0.099
H 1.177 -2.346 1.318 0.118
H -0.139 -4.276 -0.271 0.090
H -0.634 -2.793 -1.392 0.111
H 2.415 -2.948 -0.401 0.075
H 1.793 -2.202 -2.028 0.078
H 5.290 -4.067 -0.049 0.105
H 6.423 -1.332 0.709 0.099
H 4.473 -1.128 -3.551 0.133
H 2.551 -0.564 -0.408 0.090
H -3.348 2.560 -0.509 0.021
H -2.128 3.988 -0.853 0.104
H -3.800 3.053 3.360 0.047
H -1.828 5.649 2.677 0.058
H 1.978 2.099 -3.661 0.145
H 3.227 3.463 -4.035 0.156
H -0.053 3.786 -4.293 0.116
H 0.394 3.486 -6.665 0.090
H 2.013 4.529 -6.625 0.069
H 2.034 2.715 -6.080 0.085
C 1.856 4.372 3.576 -1.520
Cl 3.461 5.050 3.901 0.523
Cl 1.737 2.723 4.213 0.521
Cl 0.593 5.401 4.272 0.522
H 1.711 4.333 2.493 0.016
C -1.644 4.529 7.309 -1.507
Cl -2.453 4.611 5.734 0.466
Cl -2.733 5.074 8.596 0.531
Cl -1.075 2.883 7.631 0.542
H -0.778 5.195 7.285 0.013
C -5.942 5.627 3.623 -1.524
Cl -7.641 5.134 3.527 0.523
Cl -5.807 7.394 3.636 0.528
Cl -5.174 4.935 5.062 0.495
H -5.423 5.248 2.740 -0.010
C -5.845 3.275 -2.920 -1.500
Cl -5.167 1.813 -3.657 0.523
Cl -5.497 3.314 -1.183 0.568
Cl -5.209 4.725 -3.715 0.484
H -6.930 3.256 -3.053 0.021
C -3.699 8.197 -4.621 -1.516
Cl -2.842 8.844 -6.030 0.523
Cl -5.113 7.259 -5.130 0.480
Cl -2.614 7.202 -3.635 0.508
H -4.044 9.037 -4.012 0.021
C 0.173 -3.220 -5.706 -1.517
Cl 0.095 -2.622 -7.372 0.523
Cl 1.711 -4.051 -5.414 0.503
Cl -0.044 -1.890 -4.556 0.520
H -0.639 -3.938 -5.560 0.021
C 5.324 -8.688 -6.393 -1.506
Cl 3.625 -9.181 -6.489 0.523
Cl 5.460 -6.921 -6.381 0.472
Cl 6.093 -9.380 -4.954 0.499
H 5.844 -9.067 -7.276 0.020
C 0.474 -6.648 2.128 -1.525
Cl 0.837 -7.434 0.582 0.523
Cl 1.648 -5.364 2.464 0.521
Cl -1.175 -5.998 2.124 0.521
H 0.546 -7.397 2.921 0.021
C 3.348 -10.404 -1.028 -1.538
Cl 4.206 -9.758 -2.437 0.490
Cl 1.934 -11.343 -1.537 0.513
Cl 4.433 -11.400 -0.042 0.518
H 3.003 -9.565 -0.419 -0.011
C -0.792 -3.806 7.614 -1.532
Cl -2.543 -3.564 7.733 0.517
Cl -0.319 -4.116 5.934 0.497
Cl 0.076 -2.401 8.255 0.527
H -0.523 -4.680 8.213 0.017
```

Calculated values
HOMO-LUMO gap = 6.96 eV
SMILES string = CCOCCc1c(CCCSC(=S)n2ccnc2)cc2c(c1CP(=O)(O)O)C(=O)N(C[C@H](C)Br)C2=O.ClC(Cl)Cl.ClC(Cl)Cl.ClC(Cl)Cl.ClC(Cl)Cl.ClC(Cl)Cl.ClC(Cl)Cl.ClC(Cl)Cl.ClC(Cl)Cl.ClC(Cl)Cl.ClC(Cl)Cl
largest force on an atom = 9.6 eV Å⁻¹
E_HOMO = -8.34 eV
lowest unoccupied orbital energy = -1.382 eV